Record 1
Computed, not measured: a 6-piece molecular cluster, C15H25Cl6FN2O2 overall, with the ωB97M-V functional and the def2-TZVPD basis.

Geometry as XYZ:
```
51
C15H25Cl6FN2O2 (the ωB97M-V functional and the def2-TZVPD basis)
C 0.442 -6.624 2.908
C 0.412 -5.524 1.899
O 0.381 -5.834 0.706
N 0.658 -4.317 2.334
C 0.929 -3.172 1.349
H 0.670 -6.137 3.856
H 1.295 -7.255 2.662
H -0.512 -7.138 3.034
H 0.383 -4.197 3.298
H 1.826 -3.286 0.740
H 0.921 -2.220 1.879
H 0.210 -3.143 0.530
C -2.535 -1.740 0.093
C -3.905 -2.135 -0.559
O -3.941 -2.389 -1.770
N -5.001 -2.157 0.184
C -6.392 -2.346 -0.386
H -1.876 -1.404 -0.708
H -2.066 -2.597 0.576
H -2.623 -1.005 0.894
H -4.973 -1.993 1.181
H -6.654 -3.386 -0.580
H -6.393 -1.848 -1.356
H -7.196 -2.026 0.277
C 3.564 7.368 0.136
Cl 2.425 6.279 -0.517
Cl 4.846 6.603 1.107
H 4.007 7.914 -0.697
H 3.034 7.993 0.856
C -1.551 6.517 -3.626
Cl 0.040 5.797 -4.154
Cl -2.429 5.306 -2.580
H -1.385 7.474 -3.131
H -2.090 6.582 -4.572
C 5.385 -1.030 0.852
Cl 6.814 -1.426 1.842
Cl 3.961 -1.736 1.585
H 5.300 0.050 0.739
H 5.493 -1.563 -0.092
F 2.391 0.442 0.678
C 1.528 1.225 -0.013
C 0.351 0.551 -0.516
C -0.464 1.248 -1.379
C -0.116 2.467 -1.817
C 0.955 3.155 -1.240
C 1.723 2.516 -0.316
H 0.186 -0.500 -0.329
H -1.282 0.618 -1.696
H -0.649 2.967 -2.612
H 1.306 4.079 -1.676
H 2.594 2.977 0.126
```

Its LUMO energy (spin up / spin down) is 1.913 / 1.905 eV. The expectation value of S² is 0.75. The charge is -1. The calculation puts the HOMO energy (spin up / spin down) at 0.542 / -6.774 eV. Its spin multiplicity is 2.

Record 2
Computed, not measured: a 6-piece molecular cluster, C15H25Cl6FN2O2 overall, with the ωB97M-V functional and the def2-TZVPD basis.

Geometry as XYZ:
```
51
C15H25Cl6FN2O2 (the ωB97M-V functional and the def2-TZVPD basis)
C 4.949 6.325 2.907
C 5.290 4.841 2.866
O 6.454 4.497 2.881
N 4.321 3.969 2.787
C 4.401 2.542 2.597
H 5.292 6.886 2.037
H 5.340 6.792 3.811
H 3.863 6.337 2.810
H 3.408 4.341 2.570
H 3.434 2.102 2.839
H 5.100 2.101 3.307
H 4.578 2.187 1.581
C -0.859 -3.885 2.936
C -1.013 -4.571 1.623
O -1.228 -5.682 1.527
N -0.837 -3.682 0.583
C -0.651 -4.003 -0.854
H -0.581 -4.574 3.733
H -1.868 -3.536 3.154
H -0.138 -3.068 2.953
H -0.760 -2.696 0.785
H -0.540 -5.087 -0.896
H 0.170 -3.483 -1.349
H -1.589 -3.920 -1.402
C -2.256 3.056 -4.281
Cl -1.236 2.126 -5.440
Cl -1.527 4.585 -3.745
H -3.256 3.196 -4.690
H -2.290 2.472 -3.361
C -3.599 -2.177 -4.257
Cl -4.526 -3.381 -3.253
Cl -2.464 -3.243 -5.360
H -4.397 -1.756 -4.868
H -3.024 -1.468 -3.661
C -4.608 -3.322 0.718
Cl -3.914 -1.712 1.015
Cl -6.059 -3.157 -0.164
H -3.891 -3.867 0.105
H -4.900 -3.910 1.588
F -1.513 -0.172 -2.192
C -0.564 0.248 -1.335
C -0.730 0.167 0.077
C 0.357 0.505 0.899
C 1.462 1.118 0.358
C 1.655 1.160 -1.025
C 0.640 0.726 -1.919
H -1.677 -0.171 0.472
H 0.360 0.454 1.978
H 2.187 1.556 1.029
H 2.536 1.588 -1.481
H 0.697 0.648 -2.994
```

Its LUMO energy (spin up / spin down) is -3.983 / -9.152 eV. The expectation value of S² is 0.75. The charge is +1. The calculation puts the HOMO energy (spin up / spin down) at -11.049 / -11.049 eV. Its spin multiplicity is 2.

Record 3
Computed, not measured: a 2-piece molecular cluster, C15H25ClFN2O2 overall, with the ωB97M-V functional and the def2-TZVPD basis.

Geometry as XYZ:
```
46
C15H25ClFN2O2 (the ωB97M-V functional and the def2-TZVPD basis)
Cl -2.223 6.315 1.073
C -0.478 5.778 1.116
N -0.336 4.279 1.087
C -1.089 3.657 2.232
C -1.007 2.152 2.189
N -0.210 1.771 1.010
F -0.805 -2.980 1.439
C 1.165 2.242 1.075
C 1.121 3.780 1.112
C -0.918 2.229 -0.194
C -0.996 3.731 -0.152
H -0.012 6.196 0.218
H -0.070 6.160 2.056
H -0.696 4.057 3.169
H -2.126 3.957 2.038
H -0.606 1.705 3.117
H -2.011 1.720 2.057
H 1.678 1.822 1.958
H 1.730 1.864 0.208
H 1.635 4.167 0.215
H 1.593 4.122 2.045
H -0.438 1.826 -1.101
H -1.923 1.783 -0.157
H -2.041 4.028 -0.026
H -0.521 4.188 -1.024
C 0.966 -2.959 -3.243
C 0.624 -3.560 -1.871
C 0.840 -5.073 -1.864
C 1.517 -3.018 -0.748
C 1.213 -3.834 0.542
O 2.017 -4.336 1.269
C -0.270 -4.108 0.896
C -1.199 -4.381 -0.280
O -2.118 -5.150 -0.123
C -0.849 -3.413 -1.458
H 0.871 -1.871 -3.235
H 2.000 -3.204 -3.520
H 0.310 -3.369 -4.020
H 0.619 -5.480 -0.866
H 0.164 -5.569 -2.566
H 1.859 -5.382 -2.097
H 2.553 -3.081 -1.128
H 1.399 -1.917 -0.601
H -0.383 -4.866 1.723
H -1.144 -2.360 -1.189
H -1.406 -3.618 -2.380
```

Its LUMO energy is -2.738 eV. The charge is +1. As for the energy above the lowest of the compared OMol25 structures with the same formula, charge and spin: 0.0 kJ/mol. The calculation puts the HOMO energy at -11.411 eV. Its spin multiplicity is 1.

Record 4
Computed, not measured: C15H25IrN3OS4Sb as an isolated structure, with the ωB97M-V functional and the def2-TZVPD basis.

Geometry as XYZ:
```
50
C15H25IrN3OS4Sb (the ωB97M-V functional and the def2-TZVPD basis)
Ir -0.120 -1.071 1.294
S -1.311 -5.373 0.412
Sb 0.266 -4.550 1.761
S -0.878 -2.462 2.765
S 1.413 -2.594 0.650
S 1.617 -5.567 3.161
C -1.192 -1.741 -4.004
N -0.353 -1.998 -2.802
C 0.313 -0.750 -2.338
C -1.096 -2.730 -1.682
C -2.093 -1.878 -0.963
C -3.375 -1.769 -1.512
C -4.362 -1.002 -0.919
C -4.085 -0.342 0.267
C -2.833 -0.476 0.848
C -1.823 -1.227 0.247
H -0.579 -1.271 -4.769
H -2.004 -1.078 -3.723
H -1.589 -2.684 -4.371
H 0.384 -2.648 -3.080
H -0.457 -0.026 -2.085
H 0.936 -0.368 -3.143
H 0.918 -0.980 -1.464
H -0.323 -3.093 -1.018
H -1.575 -3.586 -2.152
H -3.610 -2.332 -2.407
H -5.349 -0.949 -1.360
H -4.850 0.239 0.764
H -2.666 -0.022 1.820
C -0.567 1.999 2.119
N 0.774 2.448 1.790
C 1.046 3.883 1.904
C 2.522 4.106 2.144
C 3.307 3.426 1.046
N 2.891 2.032 0.905
C 3.848 1.136 0.264
C 1.665 1.603 1.232
O 1.383 0.381 1.011
H -1.240 2.038 1.259
H -0.964 2.640 2.904
H -0.544 0.988 2.535
H 0.458 4.265 2.737
H 0.713 4.399 0.998
H 2.802 3.691 3.114
H 2.744 5.172 2.157
H 4.373 3.430 1.273
H 3.173 3.945 0.092
H 3.985 1.417 -0.783
H 3.500 0.112 0.325
H 4.806 1.217 0.775
```

Its LUMO energy (spin up / spin down) is -3.739 / -4.681 eV. The expectation value of S² is 0.76. The charge is +1. As for the energy above the lowest of the compared OMol25 structures with the same formula, charge and spin: 5.9 kJ/mol. The calculation puts the HOMO energy (spin up / spin down) at -10.488 / -10.478 eV. Its spin multiplicity is 2.

Record 5
Computed, not measured: C15H25MoN2O5S as an isolated structure, with the ωB97M-V functional and the def2-TZVPD basis.

Geometry as XYZ:
```
49
C15H25MoN2O5S (the ωB97M-V functional and the def2-TZVPD basis)
Mo -0.070 0.763 0.212
C 0.520 1.138 -2.772
C -0.093 -0.249 -2.869
O -0.804 -0.547 -1.642
C -2.252 -0.592 -1.701
C -2.839 0.727 -1.234
O -2.243 1.124 0.027
C -2.892 0.696 1.263
C -2.262 -0.584 1.820
O -0.837 -0.467 1.517
C 0.183 -1.184 2.286
C 1.319 -1.525 1.326
O 1.719 -0.296 0.651
C 2.570 -0.425 -0.525
C 2.494 0.917 -1.237
O 1.091 1.292 -1.445
H -0.229 1.924 -2.869
H 1.280 1.288 -3.537
H 0.677 -1.013 -2.983
H -0.756 -0.312 -3.731
H -2.559 -1.415 -1.055
H -2.588 -0.817 -2.712
H -3.921 0.644 -1.133
H -2.618 1.532 -1.935
H -3.960 0.558 1.101
H -2.731 1.524 1.953
H -2.642 -1.498 1.364
H -2.409 -0.626 2.899
H -0.226 -2.097 2.716
H 0.529 -0.516 3.077
H 0.983 -2.252 0.581
H 2.156 -1.943 1.885
H 2.202 -1.242 -1.151
H 3.597 -0.634 -0.224
H 3.027 0.888 -2.186
H 2.920 1.702 -0.612
C 0.042 7.242 0.172
C -0.531 5.991 0.725
C -1.858 5.902 1.184
C -2.323 4.661 1.581
N -1.549 3.572 1.593
C -0.293 3.787 1.231
S 0.839 2.438 1.472
N 0.232 4.898 0.789
H -0.466 8.119 0.566
H -0.084 7.246 -0.915
H 1.110 7.300 0.373
H -2.492 6.776 1.224
H -3.348 4.530 1.909
```

Its LUMO energy (spin up / spin down) is -12.235 / -11.366 eV. The expectation value of S² is 2.22. The charge is +3. As for the energy above the lowest of the compared OMol25 structures with the same formula, charge and spin: 28.9 kJ/mol. The calculation puts the HOMO energy (spin up / spin down) at -18.288 / -18.341 eV. Its spin multiplicity is 3.

Record 6
Computed, not measured: a 2-piece molecular cluster, C15H25N3O6PS overall, with the ωB97M-V functional and the def2-TZVPD basis.

Geometry as XYZ:
```
51
C15H25N3O6PS (the ωB97M-V functional and the def2-TZVPD basis)
O -3.123 -2.155 -2.910
P -2.697 -1.333 -1.396
O -2.798 0.383 -1.847
C -0.777 -1.636 -1.274
C -0.259 -3.202 -1.473
C 1.377 -3.461 -1.420
C 2.343 -2.116 -1.178
C 3.965 -2.350 -1.175
C 4.846 -1.135 -1.834
S 4.150 -0.411 -3.415
C 3.218 -1.678 -4.433
N 1.866 -1.364 -5.067
N 1.317 -2.448 -5.770
C 2.351 -3.581 -5.608
O 3.497 -3.082 -4.777
C 1.647 -0.645 -0.977
N 0.128 -0.446 -1.030
H -2.381 -1.905 -3.564
H -2.060 0.524 -2.532
H -1.000 -4.099 -1.659
H 1.873 -4.520 -1.553
H 4.303 -3.390 -1.653
H 4.294 -2.418 -0.031
H 5.991 -1.459 -1.929
H 4.848 -0.252 -1.030
H 2.237 -4.678 -6.063
H 2.394 0.273 -0.822
H -0.199 0.549 -0.914
C -3.607 3.750 1.391
O -3.354 2.702 2.316
C -3.059 1.448 1.709
C -1.700 0.875 2.145
O -0.530 1.644 1.859
C -0.407 2.925 2.478
C -0.355 2.978 4.016
O -1.544 2.490 4.627
C -1.323 1.436 5.548
H -4.685 3.875 1.268
H -3.198 4.676 1.809
H -3.130 3.583 0.421
H -3.107 1.503 0.616
H -3.840 0.751 2.033
H -1.567 -0.070 1.603
H -1.708 0.590 3.193
H -1.162 3.601 2.086
H 0.545 3.331 2.116
H -0.267 4.030 4.313
H 0.537 2.459 4.377
H -0.399 0.892 5.380
H -2.154 0.725 5.463
H -1.336 1.842 6.566
```

Its LUMO energy is -5.271 eV. The charge is +1. As for the energy above the lowest of the compared OMol25 structures with the same formula, charge and spin: 1243.9 kJ/mol. The calculation puts the HOMO energy at -11.239 eV. Its spin multiplicity is 1.

Which electronic energy belongs to each record? In order, -3707.49873, -3707.18246, -1406.30275, -2763.19413, -1537.57866, -1941.05463 hartree.